1.
Molecular formula: CF2N2
Method: DFT, ωB97M-V/def2-TZVPD

```
5
Properties=species:S:1:pos:R:3:forces:R:3
F -1.245 -0.749 -0.096 -1.4683 -0.7021 -0.0185
C -0.223 0.017 -0.168 5.6538 1.2226 2.3977
F 0.031 0.476 -1.428 -0.7286 -0.0098 1.5715
N 0.416 0.633 1.121 -0.2105 -3.0701 -4.3544
N 1.020 -0.376 0.571 -3.2464 2.5594 0.4037
```
Positions in Å, forces in eV/Å.

Properties
* SMILES: FC1(F)N=N1
* lowest unoccupied orbital energy: -0.5 eV

The molecule's natural (NBO) atomic charges, reported in e, are given here: -0.2787 0.7573 -0.3078 -0.0702 -0.1007

---

2.
Molecular formula: C2H3NO2
Method: DFT, ωB97M-V/def2-TZVPD

```
8
Properties=species:S:1:pos:R:3:forces:R:3
O -2.229 0.778 -0.328 1.1873 -0.3775 -0.1549
C -1.096 0.412 -0.464 0.5977 -0.3246 1.2347
N -0.174 0.001 0.657 -0.2948 0.1550 -0.6727
C 1.028 -0.355 0.108 0.3821 -0.0698 -0.6267
O 1.214 -0.302 -1.101 1.1585 -0.4350 0.5098
H -0.313 0.227 -1.301 -2.3034 0.7637 0.1274
H -0.274 -0.064 1.673 -0.4579 0.2282 -0.7825
H 1.844 -0.696 0.757 -0.2696 0.0599 0.3649
```
Positions in Å, forces in eV/Å.

Properties
* SMILES: O=CNC=O
* lowest unoccupied orbital energy: 0.7 eV

Results of the natural (NBO) charge analysis, in e, for atoms 1 through 6: -0.5157 0.5147 -0.6992 0.5249 -0.5987 0.2124

---

3.
Molecular formula: C5H8N2O
Method: DFT, ωB97M-V/def2-TZVPD

```
16
Properties=species:S:1:pos:R:3:forces:R:3
C 0.374 -2.014 -0.331 -1.8756 1.5158 -2.0717
N 0.725 -1.537 0.737 0.4053 2.0235 1.4479
C 0.562 0.271 0.848 0.4788 -2.4610 0.5671
C 0.817 0.695 2.070 -0.1419 -0.0511 -0.1172
C 0.313 0.815 -0.415 -0.6971 -0.4979 -1.9130
O 1.374 1.348 -1.134 0.0260 -0.0961 0.1828
C -0.743 0.334 -1.191 0.0306 2.4593 1.0999
N -2.012 0.021 -0.655 0.1562 -0.6711 -0.0480
H -0.096 -1.180 -1.157 0.9984 -1.6620 0.8622
H 0.208 -3.057 -0.570 0.4880 -0.1826 0.2060
H 0.763 1.746 2.325 -0.0820 -0.0268 -0.0532
H 1.069 -0.011 2.850 0.0699 -0.0488 -0.0459
H 2.162 1.336 -0.579 -0.0362 -0.0384 -0.0219
H -0.781 0.694 -2.213 0.1648 -0.3131 -0.1218
H -1.995 -0.130 0.345 -0.1033 0.1264 -0.0490
H -2.739 0.668 -0.930 0.1182 -0.0762 0.0757
```
Positions in Å, forces in eV/Å.

Properties
* SMILES: C=NC(=C)/C(O)=C\N
* lowest unoccupied orbital energy: 0.9 eV

Results of the natural (NBO) charge analysis, in e, for atoms 1 through 6: -0.0871 -0.3965 0.0540 -0.3781 0.1479 -0.6731

---

4.
Molecular formula: C18H21BiClN2O3
Method: DFT, ωB97M-V/def2-TZVPD

```
46
Properties=species:S:1:pos:R:3:forces:R:3
C -2.341 -0.941 -0.149 -0.1833 0.7381 -0.7798
C -1.747 -1.111 -1.433 -0.5228 0.9378 0.3632
C -1.536 0.169 -1.990 -0.2962 -0.2417 0.2746
H -1.487 -2.063 -1.861 0.0936 -0.0636 -0.1129
C -1.992 1.151 -1.073 -0.1654 -0.7669 0.3138
C -2.500 0.485 0.073 -0.0688 -0.5978 -1.1262
H -2.985 0.947 0.913 -0.0496 0.0289 0.1916
H -2.682 -1.733 0.489 -0.0262 -0.0374 0.1587
H -1.108 0.367 -2.967 0.0929 0.0027 0.2307
H -1.926 2.223 -1.185 0.0017 0.0083 -0.0917
Bi -0.056 -0.194 0.798 0.5338 -0.1998 -4.3724
Cl 0.464 -2.532 1.502 0.0399 -0.7524 0.9063
C 2.458 0.132 0.233 0.0311 0.0275 -1.0963
C 2.100 1.369 -0.397 0.0669 -0.5482 -0.7355
C 1.629 1.078 -1.700 0.4151 0.2192 1.0118
H 2.167 2.346 0.047 -0.0515 0.0562 0.0678
C 1.713 -0.314 -1.905 0.4211 -0.3982 0.9996
C 2.234 -0.913 -0.733 0.1700 0.9720 -0.4033
H 2.416 -1.960 -0.575 -0.0346 -0.1104 0.0186
H 2.895 0.014 1.205 0.2894 -0.0276 0.2610
H 1.247 1.809 -2.396 -0.0385 -0.0154 -0.0337
H 1.412 -0.847 -2.792 -0.0801 -0.0587 -0.0905
C -1.735 3.732 3.897 -0.1668 0.2289 0.0095
C -0.350 3.553 4.488 0.6662 -0.3573 0.7339
C 0.136 2.076 4.454 0.3377 0.9959 0.9158
C 1.512 1.846 5.142 -0.6209 -0.3403 0.4624
C 2.668 2.711 4.688 0.0540 -0.0073 -0.0857
C -0.874 1.219 5.229 -1.3641 -1.0104 0.9030
O -1.126 1.333 6.423 0.8009 0.5467 -0.9849
N -1.588 0.224 4.548 -0.3225 0.2696 1.2582
C -1.529 -0.014 3.220 -1.1328 -0.9508 -0.0139
O -2.256 -0.880 2.679 1.9959 2.1724 1.2567
N -0.606 0.775 2.627 -0.5740 -1.0607 -1.4471
C 0.247 1.732 3.021 -0.3525 -0.5755 0.1982
O 1.020 2.232 2.221 -0.1911 0.2086 0.6365
H -1.779 3.493 2.826 0.0505 -0.0561 0.2665
H -2.004 4.781 4.008 -0.2091 0.0519 -0.0811
H -2.486 3.140 4.439 0.1525 0.0945 -0.1900
H 0.397 4.161 3.951 -0.3364 -0.2506 0.1932
H -0.332 3.830 5.555 -0.1154 0.1840 -0.3274
H 1.325 1.968 6.222 0.1509 -0.0250 -0.3124
H 1.748 0.781 4.980 0.0963 0.2201 0.1187
H 2.443 3.771 4.831 0.1164 -0.0602 -0.0233
H 3.533 2.452 5.303 0.0334 0.1332 -0.1185
H 2.901 2.536 3.635 0.0196 0.1095 0.2042
H -2.300 -0.323 5.018 0.2728 0.3062 0.4721
```
Positions in Å, forces in eV/Å.

Properties
* lowest unoccupied orbital energy: 2.7 eV
* charge: -1

Results of the natural (NBO) charge analysis, in e, for atoms 1 through 6: -0.4144 -0.3254 -0.2943 0.2147 -0.3281 -0.4090

---

5.
Molecular formula: C23H17CdCl5N2O3
Method: DFT, ωB97M-V/def2-TZVPD

```
51
Properties=species:S:1:pos:R:3:forces:R:3
Cd 0.039 0.093 -0.501 0.2196 -0.0419 -0.0143
O 2.564 -0.360 -0.588 -0.0710 -0.0115 0.0236
C 3.324 -0.907 0.245 0.0361 0.0173 0.0362
C 4.421 -1.746 -0.178 0.0037 0.0009 -0.0097
C 5.290 -2.323 0.705 0.0338 -0.0313 -0.0808
C 5.176 -2.121 2.094 -0.0092 0.0099 0.0865
C 4.141 -1.331 2.541 0.0024 -0.0034 -0.0147
C 3.206 -0.742 1.678 0.0141 -0.0276 -0.0798
C 2.165 0.045 2.287 -0.0436 0.0677 0.0263
N 1.109 0.534 1.758 0.0918 -0.0967 0.0325
C 0.273 1.329 2.650 -0.0151 -0.0506 -0.0397
C -0.675 2.175 1.822 -0.0193 0.0338 -0.0061
N -1.525 1.284 1.069 -0.0101 0.0128 -0.0304
C -2.756 1.579 0.957 -0.0487 0.0038 0.0392
C -3.766 0.852 0.222 -0.0162 -0.0517 -0.0554
C -5.066 1.372 0.229 0.0221 0.0071 0.0004
C -6.112 0.778 -0.445 -0.0255 0.0278 0.0280
C -5.840 -0.398 -1.166 -0.0078 -0.0488 -0.0395
C -4.584 -0.941 -1.201 0.0127 -0.0214 0.0059
C -3.463 -0.357 -0.508 0.0333 -0.0345 0.0445
O -2.323 -0.894 -0.546 -0.0693 0.0952 -0.0631
H 4.518 -1.908 -1.245 -0.0137 0.0071 -0.0028
H 6.089 -2.953 0.322 0.0010 0.0018 0.0128
H 5.874 -2.578 2.784 -0.0040 0.0055 0.0023
H 4.021 -1.155 3.608 0.0103 -0.0096 0.0051
H 2.340 0.233 3.362 -0.0147 0.0092 -0.0079
H 0.896 1.962 3.295 -0.0397 0.0321 0.0147
H -0.320 0.665 3.292 0.0081 0.0025 -0.0009
H -0.090 2.757 1.100 -0.0054 0.0094 0.0081
H -1.262 2.853 2.463 0.0450 0.0079 0.0133
H -3.133 2.487 1.463 0.0206 -0.0093 -0.0026
H -5.237 2.288 0.790 -0.0103 0.0024 -0.0008
H -7.108 1.204 -0.426 0.0052 0.0100 0.0055
H -6.642 -0.888 -1.711 -0.0015 0.0113 0.0026
H -4.377 -1.845 -1.764 -0.0073 -0.0016 -0.0029
Cl 0.592 -3.010 0.740 -0.0001 -0.0067 0.0280
C 0.442 -3.034 -0.999 0.0053 -0.0184 0.0018
C 0.233 -1.833 -1.656 -0.1031 -0.0614 0.1867
C 0.105 -1.920 -3.030 -0.0019 0.1312 -0.0257
Cl -0.187 -0.443 -3.917 -0.0213 -0.0121 -0.0381
C 0.190 -3.116 -3.737 0.0284 -0.0466 0.0588
Cl 0.028 -3.163 -5.463 -0.0046 0.0051 -0.0479
C 0.409 -4.299 -3.036 -0.0008 0.0159 0.0520
Cl 0.527 -5.807 -3.883 0.0001 -0.0342 -0.0223
C 0.534 -4.261 -1.649 -0.0069 0.0613 -0.1286
Cl 0.793 -5.736 -0.777 0.0116 -0.0469 0.0396
C -0.959 2.677 -1.764 -0.0305 0.0877 0.0297
O 0.163 2.108 -1.211 0.0020 0.0163 -0.0444
H -1.782 1.970 -1.982 0.0090 -0.0050 -0.0101
H -0.737 3.189 -2.725 -0.0111 0.0035 0.0175
H -1.413 3.459 -1.110 -0.0036 -0.0255 -0.0334
```
Positions in Å, forces in eV/Å.

Properties
* lowest unoccupied orbital energy: 4.3 eV
* charge: -2

Results of the natural (NBO) charge analysis, in e, for atoms 1 through 6: 1.6805 -0.7298 0.4306 -0.2782 -0.2095 -0.3626

---

6.
Molecular formula: C33H32N2O6
Method: DFT, ωB97M-V/def2-TZVPD

```
73
Properties=species:S:1:pos:R:3:forces:R:3
C -3.854 -0.356 2.469 -0.2208 0.0652 0.1326
C -5.323 -0.242 2.082 0.0943 -0.1424 -0.1059
C -5.611 -0.520 0.605 0.0203 0.2184 0.1344
C -5.002 0.519 -0.345 -0.1337 -0.1783 0.0126
C -3.541 0.371 -0.681 0.0814 -0.3080 -0.0472
C -2.888 -0.814 -0.611 -0.3420 0.0718 0.0274
C -1.495 -0.982 -0.898 0.4936 -0.0720 -0.0730
C -0.786 -2.143 -0.652 -0.4180 0.1841 0.1453
C -1.347 -3.317 -0.004 0.5753 -0.8801 -0.4137
C -0.917 -4.620 -0.035 -0.1902 0.6351 -0.0762
C -1.805 -5.361 0.775 -0.5103 0.2805 0.2810
C -2.716 -4.469 1.247 0.0843 -0.8758 0.1168
O -2.454 -3.232 0.783 -0.0035 0.4122 0.0492
C 0.631 -2.208 -0.943 0.1270 0.2178 0.0950
O 1.385 -3.079 -0.550 -0.0136 0.0801 -0.2037
C 1.216 -1.128 -1.877 0.2026 -0.1054 -0.0629
C 1.156 -1.664 -3.310 0.2000 0.1624 0.2547
O 2.592 -0.945 -1.543 -0.1177 -0.0651 -0.3047
C 2.761 -0.412 -0.331 -0.0762 0.1435 0.3312
O 1.826 -0.086 0.372 0.1633 -0.1084 -0.0445
C 4.176 -0.251 0.044 0.2609 -0.0309 -0.0410
C 5.208 -0.708 -0.768 -0.3105 0.0957 0.1571
C 6.526 -0.548 -0.389 0.4121 0.0229 0.0686
C 6.835 0.077 0.818 -0.2079 0.0082 0.0014
O 8.090 0.286 1.286 -0.3349 0.0833 0.1354
C 9.184 -0.165 0.523 0.1981 -0.0851 -0.1475
C 5.797 0.538 1.635 0.2163 -0.0107 -0.0189
C 4.487 0.373 1.253 -0.0364 -0.0881 -0.1760
C 0.526 0.228 -1.837 0.2141 0.2314 -0.1375
O 1.106 1.240 -2.178 -0.1060 -0.2367 -0.0380
C -0.875 0.199 -1.435 -0.6111 0.2993 0.0095
C -1.582 1.361 -1.519 0.4478 -0.4164 -0.2917
N -2.871 1.491 -1.148 0.1515 -0.3708 -0.1804
C -3.407 2.836 -1.100 -0.2594 0.5943 0.3112
C -3.074 3.496 0.253 0.0395 -0.0651 -0.2064
C -1.578 3.537 0.417 -0.0932 -0.0826 0.3532
C -0.894 2.568 1.141 0.0469 0.1886 0.0392
C 0.491 2.594 1.149 -0.0185 0.0987 -0.0512
C 1.141 3.592 0.442 -0.0982 -0.0515 0.0676
C 0.368 4.525 -0.233 0.3648 -0.0145 -0.0166
N -0.953 4.497 -0.254 -0.4138 0.1975 -0.2062
H -3.255 0.391 1.956 0.1375 0.0571 -0.0036
H -3.460 -1.336 2.216 0.1265 -0.0906 -0.0374
H -3.740 -0.206 3.541 0.0742 0.0241 0.0923
H -5.687 0.758 2.334 -0.0914 -0.0006 0.0213
H -5.899 -0.954 2.677 -0.0605 0.0586 0.0337
H -5.287 -1.527 0.350 -0.0523 -0.0969 -0.0581
H -6.694 -0.488 0.467 0.0421 -0.0610 -0.0783
H -5.556 0.491 -1.291 0.0231 0.1617 0.0262
H -5.181 1.495 0.108 -0.0187 0.0738 -0.0732
H -3.429 -1.683 -0.290 -0.1048 0.0867 0.0569
H -0.067 -4.994 -0.565 0.1873 0.0235 -0.0721
H -1.769 -6.412 0.977 -0.0539 -0.2048 0.0958
H -3.565 -4.576 1.892 -0.1189 0.0793 0.0712
H 0.121 -1.827 -3.601 -0.0916 -0.0250 -0.0417
H 1.618 -0.945 -3.983 -0.0108 0.0635 -0.0499
H 1.700 -2.604 -3.358 -0.0137 -0.0859 0.0157
H 4.970 -1.195 -1.701 0.0020 -0.0418 -0.0769
H 7.307 -0.915 -1.037 0.0787 -0.0184 -0.0291
H 9.157 -1.250 0.385 -0.0090 0.0475 -0.0046
H 10.071 0.102 1.095 -0.0419 -0.0401 -0.0804
H 9.223 0.327 -0.454 -0.0130 -0.0302 0.0372
H 6.056 1.018 2.566 0.0163 0.0533 0.1062
H 3.681 0.720 1.880 -0.0605 0.0265 0.0754
H -1.089 2.237 -1.916 -0.0013 0.0970 0.0377
H -4.481 2.830 -1.283 0.1306 -0.0268 -0.0524
H -2.929 3.421 -1.888 -0.0777 -0.1008 0.0231
H -3.530 2.937 1.071 -0.0849 -0.0287 0.0075
H -3.468 4.513 0.245 -0.0152 0.0054 0.0575
H -1.429 1.799 1.678 -0.0939 -0.0831 0.0217
H 1.046 1.829 1.668 0.0679 -0.0650 0.0347
H 2.217 3.639 0.406 0.1114 0.0189 -0.0258
H 0.822 5.328 -0.798 0.1384 0.0198 -0.0108
```
Positions in Å, forces in eV/Å.

Properties
* SMILES: CCCCC1=CC2=C(c3ccco3)C(=O)[C@](C)(OC(=O)c3ccc(OC)cc3)C(=O)C2=CN1CCc1ccccn1
* lowest unoccupied orbital energy: 0.2 eV

Results of the natural (NBO) charge analysis, in e, for atoms 1 through 6: -0.6048 -0.3926 -0.3854 -0.4543 0.2566 -0.3038

---

Values for molecular weight, g/mol, ordered as above
78.0 73.1 112.1 557.8 659.1 552.6
Values for relative energy (zero: lowest compared OMol25 entry of this formula, charge and spin), kcal/mol, ordered as above
36.2 22.3 103.0 0.0 1.2 0.0